No. 1
C43H57N4OSSiTl | ωB97M-V/def2-TZVPD

Last column: Mulliken charge in e.
Atoms and positions in Å:
1 Tl -0.149 0.033 0.046  0.824
2 C -4.407 -1.456 3.071  -1.581
3 C -3.219 -0.631 2.561  2.031
4 C -3.680 0.770 2.139  -1.642
5 C -2.084 -0.548 3.579  1.276
6 C -2.301 0.110 4.787  -0.278
7 C -1.277 0.342 5.702  -1.670
8 C 0.007 -0.089 5.374  -0.045
9 C 0.269 -0.766 4.189  0.526
10 C 1.669 -1.268 3.876  1.005
11 C 2.194 -2.214 4.960  -1.720
12 C 2.644 -0.112 3.663  -1.634
13 C -0.778 -1.037 3.257  -0.843
14 N -0.467 -1.669 2.087  -0.011
15 C -1.232 -2.723 1.638  -0.891
16 C -1.501 -2.976 0.316  -0.770
17 N -1.226 -2.104 -0.687  0.456
18 C -1.249 -2.500 -2.015  -1.162
19 C -0.279 -3.398 -2.522  0.790
20 C -0.305 -3.760 -3.865  -0.042
21 C -1.259 -3.251 -4.738  -1.836
22 C -2.177 -2.322 -4.258  0.002
23 C -2.178 -1.926 -2.922  1.211
24 C -3.206 -0.919 -2.429  1.398
25 C -3.111 0.412 -3.184  -1.379
26 C -4.624 -1.494 -2.503  -1.657
27 C 0.844 -3.889 -1.621  1.235
28 C 0.884 -5.418 -1.509  -1.737
29 C 2.189 -3.336 -2.109  -1.461
30 C -2.280 -4.257 0.236  0.149
31 C -2.894 -4.975 -0.754  0.721
32 C -3.599 -6.175 -0.404  -1.226
33 C -3.684 -6.639 0.882  -0.926
34 C -3.070 -5.893 1.936  1.479
35 C -3.072 -6.202 3.337  -0.981
36 C -2.433 -5.352 4.200  -0.881
37 C -1.773 -4.151 3.777  0.334
38 C -1.770 -3.828 2.445  0.008
39 C -2.414 -4.741 1.562  -1.045
40 H -5.190 -1.521 2.305  0.403
41 H -4.844 -0.997 3.966  0.329
42 H -4.091 -2.471 3.325  0.249
43 H -2.838 -1.123 1.671  -1.031
44 H -4.093 1.326 2.989  0.349
45 H -4.459 0.698 1.368  0.380
46 H -2.845 1.346 1.733  0.320
47 H -3.298 0.486 5.007  0.267
48 H -1.470 0.861 6.632  0.323
49 H 0.822 0.097 6.071  0.228
50 H 1.589 -1.819 2.943  0.150
51 H 2.301 -1.695 5.920  0.303
52 H 3.177 -2.615 4.682  0.451
53 H 1.508 -3.055 5.105  0.331
54 H 2.741 0.479 4.582  0.207
55 H 2.281 0.548 2.869  0.332
56 H 3.640 -0.484 3.385  0.430
57 H 0.451 -4.445 -4.245  0.259
58 H -1.269 -3.551 -5.780  0.331
59 H -2.913 -1.898 -4.938  0.290
60 H -2.980 -0.731 -1.386  -0.477
61 H -3.320 0.280 -4.252  0.289
62 H -2.109 0.841 -3.085  0.083
63 H -3.833 1.133 -2.783  0.445
64 H -4.895 -1.729 -3.540  0.310
65 H -5.355 -0.775 -2.114  0.449
66 H -4.697 -2.414 -1.914  0.318
67 H 0.672 -3.481 -0.629  -0.308
68 H 1.085 -5.874 -2.487  0.318
69 H -0.064 -5.812 -1.134  0.360
70 H 1.680 -5.728 -0.822  0.420
71 H 2.429 -3.720 -3.109  0.263
72 H 2.993 -3.641 -1.427  0.432
73 H 2.162 -2.240 -2.147  0.225
74 H -2.854 -4.663 -1.793  0.611
75 H -4.081 -6.735 -1.195  0.403
76 H -4.223 -7.557 1.105  0.353
77 H -3.578 -7.091 3.701  0.353
78 H -2.430 -5.593 5.257  0.384
79 H -1.300 -3.504 4.513  0.568
80 C 2.773 0.170 -4.299  -1.133
81 Si 2.345 0.971 -2.640  0.416
82 C 1.173 2.386 -3.078  -0.820
83 C 3.948 1.842 -2.095  -0.801
84 O 1.793 -0.032 -1.546  -0.470
85 H 3.172 0.898 -5.023  0.339
86 H 1.873 -0.293 -4.735  0.251
87 H 3.520 -0.629 -4.167  0.273
88 H 1.601 3.092 -3.805  0.348
89 H 0.901 2.948 -2.169  0.172
90 H 0.238 1.986 -3.502  0.126
91 H 4.341 2.544 -2.850  0.294
92 H 4.731 1.097 -1.875  0.239
93 H 3.766 2.412 -1.167  -0.031
94 S 0.184 4.013 1.028  -0.391
95 C 1.635 3.967 1.842  0.218
96 N 1.886 4.715 2.950  -0.179
97 C 3.228 4.914 3.481  -0.745
98 C 3.966 3.594 3.415  -0.380
99 C 3.972 3.117 1.980  -0.654
100 N 2.621 3.155 1.438  0.192
101 H 1.170 5.394 3.130  0.231
102 H 3.148 5.262 4.509  0.448
103 H 3.778 5.672 2.916  0.277
104 H 3.446 2.869 4.038  0.054
105 H 4.991 3.702 3.777  0.383
106 H 4.342 2.097 1.920  0.371
107 H 4.639 3.745 1.387  0.468
108 H 2.399 2.600 0.625  -0.224

LUMO = 0.141 hartree
orbital gap = 3.85 eV
HOMO = -0.001 hartree
energy above the lowest of the compared OMol25 structures with the same formula, charge and spin = 0.00 kJ/mol
total charge = -2


No. 2
C43H58BeN4O3P2S2 | ωB97M-V/def2-TZVPD

Last column: Mulliken charge in e.
Atoms and positions in Å:
1 Be -0.380 -0.341 -0.233  -0.405
2 C 4.181 -0.066 -2.588  -1.536
3 C 2.659 -0.004 -2.629  0.635
4 C 2.136 -1.102 -3.545  -1.402
5 P 1.769 0.080 -0.953  1.932
6 C 2.670 -0.846 0.429  1.814
7 C 3.291 -2.176 -0.004  -1.896
8 C 3.659 -0.081 1.308  -1.994
9 C 2.165 1.866 -0.707  -0.616
10 C 3.438 2.396 -0.501  -0.117
11 C 3.671 3.764 -0.508  0.099
12 C 5.029 4.322 -0.200  -1.772
13 C 2.609 4.622 -0.767  -1.207
14 C 1.334 4.125 -0.942  0.015
15 C 1.104 2.753 -0.909  -0.939
16 N -0.197 2.193 -0.925  1.793
17 C -1.123 2.533 -1.896  0.169
18 C -0.915 3.510 -2.874  -0.496
19 C -1.965 3.963 -3.644  -1.473
20 C -3.255 3.473 -3.463  0.401
21 C -4.425 4.104 -4.154  -1.619
22 C -3.412 2.360 -2.656  -0.647
23 C -2.355 1.843 -1.915  -0.215
24 P -2.414 0.194 -1.151  1.393
25 C -2.975 -0.828 -2.635  0.746
26 C -4.475 -0.999 -2.874  -1.727
27 C -2.302 -2.194 -2.583  -0.427
28 C -3.953 0.207 -0.068  0.726
29 C -4.146 -1.142 0.618  -1.335
30 C -3.995 1.325 0.968  -1.670
31 H 4.561 -0.008 -3.606  0.475
32 H 4.511 -1.007 -2.164  0.275
33 H 4.611 0.756 -2.027  0.262
34 H 2.353 0.961 -3.066  0.636
35 H 2.486 -2.076 -3.227  0.486
36 H 2.509 -0.941 -4.556  0.581
37 H 1.049 -1.122 -3.581  0.052
38 H 1.809 -1.072 1.071  -0.743
39 H 4.345 -2.051 -0.242  0.367
40 H 2.790 -2.606 -0.866  0.745
41 H 3.223 -2.893 0.815  0.418
42 H 4.619 0.053 0.810  0.354
43 H 3.844 -0.669 2.208  0.518
44 H 3.264 0.884 1.618  0.431
45 H 4.276 1.750 -0.309  0.327
46 H 5.804 3.558 -0.247  0.391
47 H 5.024 4.740 0.808  0.318
48 H 5.280 5.128 -0.887  0.402
49 H 2.783 5.687 -0.810  0.437
50 H 0.514 4.812 -1.081  0.753
51 H 0.067 3.933 -3.024  0.696
52 H -1.788 4.733 -4.381  0.411
53 H -4.257 5.172 -4.274  0.415
54 H -5.336 3.957 -3.577  0.397
55 H -4.563 3.666 -5.142  0.295
56 H -4.386 1.898 -2.604  0.212
57 H -2.552 -0.274 -3.485  0.605
58 H -4.951 -1.563 -2.075  0.298
59 H -4.609 -1.560 -3.797  0.515
60 H -4.986 -0.046 -2.993  0.303
61 H -2.623 -2.765 -1.712  0.152
62 H -1.222 -2.079 -2.549  -0.443
63 H -2.541 -2.777 -3.469  0.599
64 H -4.778 0.373 -0.769  0.586
65 H -3.379 -1.308 1.371  0.067
66 H -4.105 -1.963 -0.091  0.207
67 H -5.119 -1.171 1.106  0.529
68 H -3.209 1.211 1.710  0.158
69 H -4.950 1.295 1.493  0.554
70 H -3.905 2.302 0.496  0.270
71 O 0.369 -3.796 -3.889  -0.629
72 S 1.018 -4.002 -2.628  0.961
73 O 2.442 -4.201 -2.648  -0.702
74 N 0.608 -2.782 -1.563  -1.168
75 C -0.041 -3.271 -0.556  1.401
76 S -0.679 -2.290 0.655  -0.675
77 C -0.234 -4.729 -0.528  -0.039
78 C -0.791 -5.518 0.467  -0.832
79 C -0.798 -6.893 0.281  -0.667
80 C -0.301 -7.466 -0.882  -0.607
81 C 0.239 -6.675 -1.890  -0.838
82 C 0.266 -5.319 -1.679  0.376
83 H -1.186 -5.065 1.363  0.542
84 H -1.189 -7.531 1.059  0.432
85 H -0.317 -8.539 -0.999  0.412
86 H 0.637 -7.099 -2.798  0.520
87 C 2.067 -0.016 6.881  -1.110
88 C 0.684 0.603 6.697  -0.825
89 N 0.250 0.569 5.309  0.362
90 C -0.796 -0.370 4.974  -0.322
91 C -0.306 -1.811 4.844  -0.984
92 C 0.719 1.588 4.523  -0.367
93 O 1.472 2.430 5.000  -0.723
94 C 0.278 1.693 3.123  0.984
95 C 0.109 3.017 2.587  -0.802
96 C -0.368 3.196 1.353  -1.464
97 C -0.723 2.040 0.473  -0.302
98 N -0.299 0.767 0.982  1.116
99 C 0.113 0.655 2.256  -1.298
100 H 2.350 0.032 7.930  0.401
101 H 2.783 0.552 6.294  0.293
102 H 2.084 -1.051 6.549  0.261
103 H 0.735 1.653 7.008  0.431
104 H -0.060 0.087 7.308  0.391
105 H -1.263 -0.065 4.037  -0.033
106 H -1.557 -0.331 5.765  0.451
107 H 0.410 -1.902 4.032  0.109
108 H -1.148 -2.463 4.630  0.388
109 H 0.165 -2.149 5.762  0.429
110 H 0.378 3.845 3.224  0.549
111 H -0.543 4.179 0.948  0.523
112 H -1.816 2.010 0.308  0.048
113 H 0.349 -0.358 2.547  0.468

LUMO = -0.009 hartree
orbital gap = 6.65 eV
HOMO = -0.253 hartree
total charge = 0


- Which of these has the lowest total charge?
  C43H57N4OSSiTl